A structure of composition C15H30BCl2F4N3S5SeW at a distorted geometry. Source: OMol25; level of theory: the ωB97M-V functional and the def2-TZVPD basis.

Element x y z (Å)
W -1.1542 -0.0795 -0.0059
C -3.0051 0.4497 3.2299
C -3.5852 -0.8694 2.7711
S -2.5699 -1.7209 1.5455
C -1.3955 -2.6297 2.5734
C -0.3129 -1.7908 3.2235
S 0.5672 -0.8432 1.9553
C 1.1247 0.5931 2.8732
C 1.5499 1.6069 1.8309
S 0.2936 1.9939 0.5797
C -0.6966 3.2642 1.3996
C -1.6506 2.7340 2.4466
S -2.6655 1.4088 1.7432
H -2.0929 0.3320 3.8112
H -3.7339 0.9947 3.8319
H -4.5490 -0.7213 2.2850
H -3.7360 -1.5562 3.6041
H -0.9662 -3.3743 1.9104
H -1.9783 -3.1637 3.3246
H 0.4124 -2.4494 3.7029
H -0.7042 -1.1081 3.9746
H 1.9761 0.3139 3.4960
H 0.3314 0.9620 3.5194
H 2.4038 1.2384 1.2609
H 1.8397 2.5562 2.2817
H -1.2244 3.7617 0.5865
H -0.0010 3.9880 1.8252
H -2.3284 3.5279 2.7626
H -1.1352 2.3559 3.3268
Se -2.5995 1.5198 -1.3518
C -1.4308 2.8406 -1.9133
N -0.6909 3.6886 -2.1623
F -1.1030 -4.5181 -0.1965
B 0.1447 -4.1435 -0.4264
F -0.3836 -1.8914 -0.2684
F 0.9778 -4.0383 0.6035
F 0.5962 -4.0143 -1.6529
Cl -5.0251 -0.5070 -0.5716
C -4.3514 -1.6461 -1.7228
Cl -2.5469 -1.7185 -1.6847
H -4.6229 -1.3404 -2.7260
H -4.6843 -2.6489 -1.4833
C 2.7241 -1.3447 -0.8485
N 2.9151 -0.2356 -1.7637
C 4.3066 0.2141 -1.8605
C 1.9284 0.3453 -2.4415
S 0.1991 0.3656 -2.1000
N 2.2303 0.9875 -3.5820
C 3.1606 0.4012 -4.5562
C 1.4077 2.0609 -4.1504
H 3.3571 -2.1786 -1.1551
H 1.6924 -1.6645 -0.8664
H 3.0163 -1.0506 0.1607
H 4.7217 0.2098 -0.8527
H 4.3510 1.2237 -2.2558
H 4.9077 -0.4526 -2.4775
H 3.4645 -0.5935 -4.2482
H 4.0374 1.0313 -4.7010
H 2.6313 0.3155 -5.5051
H 0.9926 2.6860 -3.3683
H 0.6004 1.6573 -4.7633
H 2.0616 2.6645 -4.7775

Atomic forces in eV per Å
W 1.59 0.20 1.57
C 0.04 0.01 0.09
C -0.04 0.03 0.06
S -0.05 -0.16 -0.46
C 0.07 0.05 0.05
C 0.00 -0.08 0.00
S -0.34 0.25 -0.43
C 0.03 0.04 0.05
C -0.02 -0.01 0.07
S -0.25 -0.05 -0.45
C -0.04 0.01 0.04
C -0.01 0.11 -0.05
S 0.03 -0.45 -0.39
H -0.02 -0.02 0.02
H 0.02 0.03 -0.01
H -0.01 0.01 0.02
H -0.01 -0.01 -0.01
H 0.03 -0.05 -0.03
H 0.00 0.01 0.00
H 0.02 0.03 -0.01
H -0.01 -0.02 0.01
H 0.00 -0.01 -0.01
H 0.00 0.01 0.01
H 0.00 -0.01 0.00
H 0.02 0.00 -0.02
H -0.02 0.01 -0.03
H 0.00 0.00 0.00
H -0.01 -0.02 0.00
H 0.02 0.01 0.00
Se -0.15 0.62 0.06
C 0.09 -0.09 -0.03
N -0.16 0.11 0.07
F 0.02 0.08 0.00
B 0.07 -0.21 -0.03
F -0.27 0.10 0.21
F -0.05 0.07 -0.04
F -0.01 0.05 0.01
Cl -0.04 -0.05 0.08
C 0.10 0.04 -0.07
Cl -0.17 -0.11 -0.28
H -0.03 -0.02 0.01
H -0.03 0.01 -0.02
C -0.11 -0.05 0.01
N 0.02 0.02 0.10
C -0.06 0.01 -0.03
C -0.13 0.25 -0.15
S -0.07 -0.55 -0.23
N -0.02 -0.11 0.08
C 0.06 0.01 0.10
C 0.01 -0.02 0.05
H 0.00 0.00 -0.01
H -0.13 -0.03 0.05
H -0.02 -0.03 0.04
H 0.01 0.00 -0.01
H -0.02 0.02 -0.06
H 0.01 0.00 -0.03
H 0.03 -0.03 0.03
H 0.02 0.00 0.01
H 0.01 0.01 0.00
H 0.00 -0.01 -0.01
H 0.00 0.00 -0.01
H -0.01 0.01 0.00

Output
total charge = +2
gap between HOMO and LUMO = 7.09 eV
HOMO energy = -14.1 eV
ΔE to the lowest compared entry with this formula, charge and spin = 25.15 kcal per mole